(1)
ORCA calculation (ωB97M-V/def2-TZVPD) on C4H5NO2 as an isolated structure.

The HOMO energy is -9.0 eV. The calculation puts the calculated total energy at -9811.9128 eV. The calculation puts the LUMO energy at 0.7 eV.

```
! wB97M-V def2-TZVPD RIJCOSX def2/J DEFGRID3
* xyz 0 1
C -1.5213 -0.3974 -0.5664
C -0.0988 -0.0023 -0.4188
C 0.4226 1.2400 -0.2700
O 1.8321 1.0955 -0.0845
C 1.6878 -0.0246 0.6682
O 1.8559 -0.0764 1.8458
N 0.9366 -0.9391 -0.1651
H -1.6620 -1.0100 -1.4648
H -1.8608 -0.9833 0.2956
H -2.1397 0.4983 -0.6644
H 0.0424 1.8796 0.5172
H 0.6121 -1.7498 0.3527
*
```

How positive or negative is each atom? The Mulliken charges in e answer that: C -1.1299; C 0.4952; C -0.4820; O -0.3045; C 0.8131; O -0.5029; N -0.3951; H 0.3025; H 0.3290; H 0.3087; H 0.2621; H 0.3037

=====

(2)
ORCA calculation (ωB97M-V/def2-TZVPD) on C2H2O4S as an isolated structure.

The HOMO energy is -10.5 eV. The calculation puts the calculated total energy at -21128.8152 eV. The calculation puts the LUMO energy at -0.6 eV.

```
! wB97M-V def2-TZVPD RIJCOSX def2/J DEFGRID3
* xyz 0 1
C 1.2158 -0.2987 0.4261
C 0.3790 0.2735 -0.6822
O 2.3552 -0.1484 0.5463
O -2.2265 -0.5613 1.0603
O -0.6360 -0.5797 -1.0752
O -0.5073 1.1990 0.2473
S -1.8421 0.2087 -0.0945
H 0.5673 -1.0209 0.9857
H 0.6945 0.9278 -1.4138
*
```

How positive or negative is each atom? The Mulliken charges in e answer that: C 0.0487; C 0.1822; O -0.3841; O -0.4098; O -0.3745; O -0.3712; S 0.6739; H 0.2572; H 0.3777

=====

(3)
ORCA calculation (ωB97M-V/def2-TZVPD) on C6H11NO as an isolated structure.

The HOMO energy is -8.0 eV. The calculation puts the calculated total energy at -9933.6444 eV. The calculation puts the LUMO energy at 0.8 eV.

```
! wB97M-V def2-TZVPD RIJCOSX def2/J DEFGRID3
* xyz 0 1
C 0.2336 0.3259 -2.5501
C -0.6559 -1.4611 2.4201
C -1.1249 1.5104 -0.1996
C 0.3833 -0.6767 1.6746
C -0.1981 0.4486 -0.6268
C 0.4444 -0.5744 -0.2435
O 1.4650 -0.2457 -2.8865
N 1.3919 -0.2225 2.2971
H 2.1671 0.3706 -2.6344
H 1.9994 0.3483 1.7007
H -0.5411 -0.2367 -3.0672
H 0.1888 1.3684 -2.8696
H 1.1745 -1.2848 -0.5860
H -0.6620 -2.5005 2.0752
H -0.4915 -1.5019 3.5038
H -1.6659 -1.0763 2.2515
H -0.6130 2.4696 -0.0880
H -1.5785 1.3013 0.7724
H -1.9171 1.6375 -0.9437
*
```

How positive or negative is each atom? The Mulliken charges in e answer that: C -0.5569; C -1.0876; C -1.1605; C 0.4864; C 0.4238; C -0.3922; O -0.4944; N -0.6935; H 0.3200; H 0.2596; H 0.3029; H 0.3389; H 0.4454; H 0.2627; H 0.3649; H 0.2468; H 0.2684; H 0.3241; H 0.3412

=====

(4)
ORCA calculation (ωB97M-V/def2-TZVPD) on C47H42AlBN10S2 as an isolated structure.

The HOMO energy is -13.5 eV. The calculation puts the calculated total energy at -93261.0237 eV. The calculation puts the LUMO energy at -5.0 eV.

```
! wB97M-V def2-TZVPD RIJCOSX def2/J DEFGRID3
* xyz 2 1
Al -0.7982 -0.0242 0.5344
C -2.2451 -5.0807 0.7851
C -2.3900 -3.7167 0.1934
C -2.9810 -3.3354 -0.9997
C -2.8685 -1.9476 -1.0555
N -2.2118 -1.4961 0.0245
N -1.9415 -2.5993 0.7851
B -1.4677 -2.3724 2.2272
N 0.0611 -2.1270 2.2334
N 0.4655 -0.8794 1.8220
C 1.6960 -0.6854 2.3501
C 2.1033 -1.8479 2.9951
C 1.0334 -2.7280 2.9283
C 0.8921 -4.0895 3.5233
C 2.3834 0.6164 2.4384
C 1.6677 1.7496 2.8255
C 2.3154 2.9588 3.0201
C 3.6888 3.0489 2.8293
C 4.4104 1.9219 2.4558
C 3.7624 0.7086 2.2682
N -2.1384 -1.0502 2.7322
N -1.9724 0.1653 2.0986
C -2.6659 1.0741 2.7978
C -3.3153 0.4448 3.8560
C -2.9480 -0.8890 3.7939
C -3.3266 -1.9953 4.7208
C -2.6770 2.5079 2.4539
C -3.7461 3.3118 2.8390
C -3.7491 4.6673 2.5424
C -2.6796 5.2423 1.8693
C -1.5996 4.4543 1.4958
C -1.6041 3.1001 1.7889
C -3.4803 -1.0778 -2.0759
C -3.3205 -1.3603 -3.4307
C -3.9687 -0.5886 -4.3842
C -4.7842 0.4680 -3.9964
C -4.9494 0.7571 -2.6474
C -4.3060 -0.0177 -1.6904
H -2.7184 -5.8122 0.1348
H -2.7144 -5.1391 1.7692
H -1.1940 -5.3519 0.8998
H -3.4811 -3.9754 -1.7114
H -1.7529 -3.2991 2.9207
H 3.0277 -2.0014 3.5305
H 1.8327 -4.3927 3.9762
H 0.6129 -4.8238 2.7675
H 0.1218 -4.1022 4.2973
H 0.6023 1.6645 3.0184
H 1.7506 3.8265 3.3414
H 4.1974 3.9912 2.9893
H 5.4839 1.9833 2.3258
H 4.3282 -0.1720 1.9785
H -3.9453 0.8984 4.6052
H -3.9594 -1.6018 5.5134
H -2.4426 -2.4428 5.1780
H -3.8729 -2.7839 4.2021
H -4.5923 2.8759 3.3568
H -4.5903 5.2791 2.8423
H -2.6801 6.3027 1.6523
H -0.7460 4.9097 1.0046
H -0.7400 2.4968 1.5581
H -2.6808 -2.1818 -3.7347
H -3.8453 -0.8158 -5.4366
H -5.3138 1.0471 -4.7432
H -5.5997 1.5682 -2.3404
H -4.4984 0.1477 -0.6322
N -1.6664 1.2828 -0.9244
C -0.9992 0.6282 -2.0120
N -0.4436 -0.4875 -1.7013
C 0.1965 -1.0498 -2.7954
C 0.8726 -2.2679 -2.8206
C 1.5041 -2.6390 -3.9898
C 1.4611 -1.8210 -5.1286
C 0.7750 -0.6222 -5.1246
C 0.1402 -0.2480 -3.9432
S -0.7807 1.1948 -3.6165
H -2.6609 1.0472 -0.9648
H -1.5966 2.2952 -0.9617
H 0.8810 -2.9053 -1.9425
H 2.0440 -3.5774 -4.0332
H 1.9678 -2.1429 -6.0308
H 0.7279 0.0016 -6.0089
S 4.6312 3.0256 -1.9434
C 3.2704 2.2294 -1.1972
C 3.1121 0.8460 -1.0678
C 1.9765 0.3485 -0.4794
N 0.9564 1.1142 -0.0327
C 1.1390 2.4411 -0.1269
C 2.2518 3.0285 -0.6750
C 5.4579 1.6787 -2.7670
C 6.4047 0.9028 -2.1177
C 6.9761 -0.1470 -2.8264
N 6.6737 -0.4258 -4.0948
C 5.7960 0.3614 -4.7155
C 5.1525 1.4252 -4.0945
H 3.8660 0.1551 -1.4180
H 1.8695 -0.7215 -0.3708
H 0.3465 3.0713 0.2619
H 2.3206 4.1089 -0.7094
H 6.6959 1.1045 -1.0944
H 7.7110 -0.7908 -2.3537
H 5.5971 0.1336 -5.7586
H 4.4382 2.0378 -4.6315
*
```

Atomic partial charges in e from the Mulliken method, atoms 1 to 99: Al -0.8685; C -1.4674; C 0.7419; C -1.2769; C -0.3704; N 0.4626; N 0.6933; B -1.3219; N 0.3848; N 1.0094; C -0.5515; C -1.2965; C 0.7167; C -1.4262; C 1.3427; C 0.0310; C -0.6171; C -0.6362; C -0.8788; C -0.6273; N 0.5068; N 1.3928; C -0.0237; C -1.4847; C 0.7295; C -1.5324; C 0.9786; C -1.1977; C -0.7902; C -0.7805; C -1.1266; C 1.5212; C 1.0631; C -0.4908; C -0.8379; C -0.6621; C -0.7369; C -0.5422; H 0.4365; H 0.2805; H 0.2034; H 0.6436; H -0.1057; H 0.6168; H 0.4150; H 0.2432; H 0.2752; H 0.4457; H 0.5250; H 0.4617; H 0.4561; H 0.4784; H 0.6081; H 0.4333; H 0.2870; H 0.2982; H 0.4313; H 0.4239; H 0.4509; H 0.4602; H -0.1801; H 0.4619; H 0.4769; H 0.4498; H 0.4840; H 0.8028; N 0.2211; C -0.1768; N 1.1091; C -1.1249; C -0.8135; C -0.9459; C -0.6851; C -0.7091; C 1.2409; S -0.3796; H -0.0814; H 0.5254; H 0.5966; H 0.4873; H 0.4939; H 0.5334; S -0.2087; C 0.8716; C -0.9989; C -0.9134; N 1.4711; C 0.2371; C -1.6896; C 0.1487; C -0.1544; C -0.3329; N -0.5569; C -0.4678; C 0.0577; H 0.6894; H 0.3962; H -0.3859; H 0.5792

=====

(5)
ORCA calculation (ωB97M-V/def2-TZVPD) on a 12-piece molecular cluster, C69H77N12O2P overall.

The HOMO energy is -7.4 eV. The SMILES is CCP(CC)C1=CC(=O)C=C(CCCCN)C1=O.c1ccncc1.c1ccncc1.c1ccncc1.c1ccncc1.c1ccncc1.c1ccncc1.c1ccncc1.c1ccncc1.c1ccncc1.c1ccncc1.c1ccncc1. The calculation puts the calculated total energy at -104060.6292 eV. The calculation puts the LUMO energy at -0.7 eV.

```
! wB97M-V def2-TZVPD RIJCOSX def2/J DEFGRID3
* xyz 0 1
C 3.1636 0.1783 2.5788
C 2.0192 0.0318 1.4629
P 1.3741 1.7964 1.1237
C 1.2725 2.1479 -0.7224
C 0.3376 1.1052 -1.5364
C -0.2500 2.1061 2.0091
C -0.2614 2.1389 3.4110
C -1.6270 2.3560 4.2134
O -1.6009 2.8978 5.3256
C -2.9251 1.7975 3.5059
C -2.9194 1.7808 2.0885
C -4.2248 1.1661 1.4020
C -3.8610 0.3580 0.0756
C -3.4774 -1.1699 0.3035
C -2.3046 -1.4285 1.3581
N -2.3786 -2.8934 1.7455
C -1.6611 2.3109 1.2949
O -1.6873 2.8611 0.1854
H 3.5801 -0.8549 2.7892
H 2.7603 0.5860 3.5664
H 4.0161 0.8423 2.2291
H 1.1758 -0.6351 1.8442
H 2.5137 -0.3885 0.5237
H 2.3271 2.0303 -1.1478
H 0.9743 3.2239 -0.9426
H -0.3771 1.7130 -2.1687
H -0.2518 0.5217 -0.7670
H 1.0316 0.4485 -2.1636
H 0.7037 1.9665 3.9828
H -3.8152 1.3895 4.0681
H -5.0298 1.9625 1.2265
H -4.7097 0.4274 2.1342
H -4.8119 0.3577 -0.5674
H -3.0930 0.9308 -0.5517
H -4.3568 -1.8335 0.5754
H -3.0881 -1.5564 -0.7057
H -1.2692 -1.2823 0.8884
H -2.4094 -0.8605 2.3323
H -2.4730 -3.4692 0.9015
H -3.2444 -2.9396 2.3094
C -8.1713 3.1628 -2.8868
C -7.1625 4.0523 -2.5495
C -5.8722 3.5628 -2.4232
N -5.5404 2.2761 -2.6045
C -6.5345 1.4362 -2.9281
C -7.8554 1.8265 -3.0818
H -9.1936 3.5071 -2.9965
H -7.3726 5.1021 -2.3887
H -5.0485 4.2198 -2.1640
H -6.2377 0.4010 -3.0667
H -8.6174 1.1044 -3.3467
C 5.1265 -0.1421 7.4928
C 5.7901 -1.2087 6.9069
C 6.0854 -1.1353 5.5555
N 5.7635 -0.0917 4.7748
C 5.1194 0.9277 5.3668
C 4.7829 0.9510 6.7109
H 4.8789 -0.1616 8.5487
H 6.0729 -2.0789 7.4862
H 6.6063 -1.9442 5.0546
H 4.8683 1.7578 4.7140
H 4.2648 1.8018 7.1353
C 6.6073 -7.0570 5.0593
C 7.0386 -6.5021 6.2554
C 7.3475 -5.1514 6.2787
N 7.2577 -4.3462 5.2080
C 6.8392 -4.9079 4.0623
C 6.5032 -6.2473 3.9381
H 6.3549 -8.1103 5.0017
H 7.1324 -7.1047 7.1501
H 7.6861 -4.6709 7.1919
H 6.7778 -4.2334 3.2132
H 6.1694 -6.6464 2.9887
C -7.5316 0.3003 -7.7664
C -7.1205 0.8545 -6.5634
C -6.8194 2.2069 -6.5333
N -6.8985 3.0135 -7.6026
C -7.2972 2.4519 -8.7541
C -7.6240 1.1123 -8.8872
H -7.7775 -0.7544 -7.8294
H -7.0363 0.2503 -5.6688
H -6.4966 2.6874 -5.6151
H -7.3505 3.1266 -9.6030
H -7.9419 0.7138 -9.8422
C -7.7664 7.9989 -6.4136
C -8.5087 8.7043 -7.3497
C -8.9963 8.0190 -8.4506
N -8.7900 6.7116 -8.6682
C -8.0675 6.0523 -7.7488
C -7.5395 6.6453 -6.6130
H -7.3685 8.4995 -5.5377
H -8.7045 9.7621 -7.2270
H -9.5847 8.5264 -9.2082
H -7.9136 4.9977 -7.9496
H -6.9652 6.0631 -5.9033
C 3.1812 -1.5316 -5.8484
C 2.0959 -0.6684 -5.8718
C 1.0406 -0.9188 -5.0094
N 1.0046 -1.9510 -4.1538
C 2.0650 -2.7715 -4.1522
C 3.1701 -2.6062 -4.9716
H 4.0269 -1.3688 -6.5070
H 2.0698 0.1799 -6.5438
H 0.1707 -0.2706 -4.9879
H 2.0080 -3.5987 -3.4522
H 4.0000 -3.2998 -4.9258
C 8.8871 -0.5949 0.7831
C 7.7771 -1.1456 0.1600
C 7.0724 -2.1322 0.8297
N 7.4022 -2.5908 2.0465
C 8.4804 -2.0431 2.6262
C 9.2492 -1.0494 2.0423
H 9.4645 0.1813 0.2914
H 7.4660 -0.8157 -0.8232
H 6.1951 -2.5912 0.3851
H 8.7251 -2.4345 3.6091
H 10.1091 -0.6420 2.5584
C 10.3830 2.4906 -4.4513
C 9.4112 3.0992 -3.6714
C 9.3735 2.7996 -2.3192
N 10.2206 1.9510 -1.7184
C 11.1494 1.3745 -2.4952
C 11.2730 1.6099 -3.8549
H 10.4460 2.7001 -5.5132
H 8.6993 3.7911 -4.1032
H 8.6339 3.2528 -1.6675
H 11.8196 0.6911 -1.9840
H 12.0445 1.1171 -4.4325
C -9.1426 1.5040 4.4114
C -8.1319 2.3946 4.7401
C -6.8417 1.9051 4.8635
N -6.5115 0.6168 4.6872
C -7.5078 -0.2237 4.3718
C -8.8284 0.1665 4.2216
H -10.1650 1.8485 4.3044
H -8.3405 3.4452 4.8965
H -6.0166 2.5634 5.1159
H -7.2131 -1.2594 4.2372
H -9.5917 -0.5566 3.9638
C -6.0022 -5.2977 -6.5638
C -5.4428 -4.0324 -6.4695
C -6.2594 -2.9365 -6.6958
N -7.5618 -3.0265 -7.0052
C -8.0775 -4.2614 -7.0919
C -7.3471 -5.4193 -6.8806
H -5.3964 -6.1804 -6.3925
H -4.3965 -3.8997 -6.2254
H -5.8685 -1.9261 -6.6307
H -9.1316 -4.3050 -7.3456
H -7.8172 -6.3910 -6.9622
C 7.5466 -3.6023 12.2865
C 8.2104 -4.6674 11.6970
C 8.5037 -4.5895 10.3452
N 8.1799 -3.5446 9.5692
C 7.5368 -2.5284 10.1635
C 7.2015 -2.5080 11.5078
H 7.3004 -3.6248 13.3421
H 8.4944 -5.5383 12.2738
H 9.0247 -5.3961 9.8398
H 7.2848 -1.6971 9.5129
H 6.6833 -1.6586 11.9344
*
```

Atomic partial charges in e from the Mulliken method, atoms 1 to 99: C -0.9527; C -0.1498; P -0.1343; C -0.6406; C -0.1389; C 0.3642; C -0.2365; C -0.1859; O -0.5846; C -0.3259; C 0.1703; C -0.4613; C -0.0817; C -0.7661; C 0.1997; N -0.7488; C 0.2457; O -0.5900; H 0.3335; H 0.1086; H 0.3235; H 0.1670; H 0.3876; H 0.4345; H 0.3383; H 0.2572; H -0.3479; H 0.1874; H 0.2757; H 0.4823; H 0.3761; H 0.1842; H -0.1797; H 0.3383; H 0.3434; H 0.2920; H -0.0937; H 0.1650; H 0.2801; H 0.2878; C -0.1217; C -0.4556; C -0.3520; N -0.4619; C -0.2854; C -0.5349; H 0.3871; H 0.4714; H 0.4557; H 0.4976; H 0.4123; C -0.2646; C -0.5507; C -0.1578; N -0.3177; C -0.3577; C -0.5272; H 0.3979; H 0.5177; H 0.4221; H 0.4741; H 0.3919; C -0.3667; C -0.3247; C -0.3617; N -0.1203; C -0.0623; C -0.6877; H 0.3680; H 0.3954; H 0.3722; H 0.5688; H 0.3965; C -0.1509; C -0.4032; C -0.2957; N -0.4288; C -0.1946; C -0.6786; H 0.5962; H 0.4146; H 0.4284; H 0.3518; H 0.3959; C -0.3945; C -0.3413; C -0.2500; N -0.5282; C 0.0252; C -0.3749; H 0.3667; H 0.3606; H 0.3640; H 0.3742; H 0.4297; C -0.1790; C -0.3877; C -0.2220; N -0.4826

=====

(6)
ORCA calculation (ωB97M-V/def2-TZVPD) on a 2-piece molecular cluster, C4HBrF6O overall.

The HOMO energy is -10.3 eV. The SMILES is FC(F)=C(F)C(F)(F)F.O=CBr. The calculation puts the calculated total energy at -92557.2823 eV. The calculation puts the LUMO energy at 0.4 eV.

```
! wB97M-V def2-TZVPD RIJCOSX def2/J DEFGRID3
* xyz 0 1
F 1.8211 -2.1310 0.0960
C 1.6152 -0.8120 0.2449
F 2.3486 -0.2834 1.1198
C 0.7049 -0.0948 -0.4049
F -0.0836 -0.7166 -1.3365
C 0.5864 1.4177 -0.2512
F -0.3877 1.9301 -0.9325
F 0.4504 1.7070 1.0489
F 1.6352 2.0910 -0.7519
O -1.1361 -0.8761 1.1277
C -2.0188 -0.9168 0.3268
Br -3.3426 0.4123 0.1782
H -2.1932 -1.7274 -0.4650
*
```

How positive or negative is each atom? The Mulliken charges in e answer that: F -0.2260; C 0.5879; F -0.2079; C -0.0208; F -0.3412; C 0.9586; F -0.2377; F -0.2400; F -0.2716; O -0.3759; C 0.1548; Br -0.0922; H 0.3119